# 1
The following is a quantum chemistry calculation of a 2-piece molecular cluster, C5H11O2 overall, from the OMol25 dataset.

Output
**F_max**: 5.6 eV/Å
**Gap between HOMO and LUMO**: 7.7692 eV
**Molar mass**: 103.14 g mol⁻¹

Geometry as ORCA input:
```
! wB97M-V def2-TZVPD RIJCOSX def2/J DEFGRID3
* xyz -1 1
C -0.938 -0.434 -2.616
C -1.826 0.681 -1.947
H -1.003 -0.714 -3.591
H 0.183 -0.224 -2.399
H -1.017 -1.360 -2.158
H -1.340 0.981 -0.957
H -1.869 1.481 -2.542
H -2.844 0.240 -1.626
C 0.941 -0.354 1.297
C 2.242 -0.224 2.031
C -0.313 0.470 1.962
O -0.564 0.493 3.173
O -0.982 0.902 1.009
H 1.061 0.241 0.396
H 0.597 -1.489 1.282
H 2.058 -0.126 3.144
H 2.811 0.612 1.795
H 2.801 -1.178 1.747
*
```

# 2
The following is a quantum chemistry calculation of a 5-piece molecular cluster, C31H32N9O12 overall, from the OMol25 dataset.

Output
**F_max**: 9.0 eV/Å
**Gap between HOMO and LUMO**: 6.9323 eV
**Molar mass**: 722.65 g mol⁻¹

Geometry as ORCA input:
```
! wB97M-V def2-TZVPD RIJCOSX def2/J DEFGRID3
* xyz 1 1
C 7.271 -0.867 -2.221
C 5.857 -0.491 -2.959
O 5.887 -0.312 -4.304
O 4.650 -0.321 -2.136
C 4.272 1.101 -2.141
C 2.814 1.392 -1.387
C 1.552 1.098 -2.443
N 0.958 -0.270 -2.193
C -0.238 -0.344 -1.271
N -0.568 -1.821 -1.202
C 0.432 -2.533 -2.099
N 0.555 -3.874 -2.371
N 1.359 -1.496 -2.701
O 2.383 -1.803 -3.517
N 2.326 -1.129 -4.683
O 3.233 -1.649 -5.358
H 7.053 -1.234 -1.130
H 7.823 -1.706 -2.855
H 7.954 0.102 -2.212
H 4.290 1.513 -3.251
H 5.090 1.666 -1.488
H 2.795 2.508 -1.016
H 2.651 0.607 -0.503
H 0.698 1.885 -2.165
H 1.919 1.287 -3.542
H -0.725 0.581 -0.740
H 1.493 -4.349 -2.401
H -0.344 -4.383 -2.628
C -1.155 7.869 -1.509
C -0.543 7.709 -0.264
C 0.281 6.607 -0.027
C 0.490 5.670 -1.049
C -0.130 5.825 -2.296
C -0.954 6.929 -2.521
N 1.375 4.523 -0.813
O 1.889 4.411 0.309
O 1.561 3.735 -1.752
H -1.792 8.733 -1.691
H -0.705 8.445 0.520
H 0.751 6.496 0.948
H 0.020 5.103 -3.096
H -1.436 7.060 -3.487
C -1.008 -4.867 0.126
C 0.274 -5.317 0.447
C 0.439 -6.437 1.265
C -0.693 -7.104 1.755
C -1.980 -6.650 1.441
C -2.132 -5.527 0.624
N -0.526 -8.296 2.595
O 0.629 -8.655 2.866
O -1.550 -8.878 2.981
H -1.131 -3.998 -0.517
H 1.146 -4.797 0.056
H 1.444 -6.775 1.505
H -2.867 -7.155 1.819
H -3.128 -5.169 0.372
C -7.914 8.454 -2.383
C -7.755 7.624 -1.273
C -6.599 6.854 -1.134
C -5.601 6.928 -2.116
C -5.761 7.755 -3.236
C -6.924 8.518 -3.365
N -4.372 6.140 -1.964
O -4.276 5.406 -0.969
O -3.499 6.258 -2.835
H -8.815 9.057 -2.484
H -8.533 7.579 -0.513
H -6.490 6.212 -0.263
H -4.997 7.818 -4.008
H -7.056 9.165 -4.229
C 0.692 -7.589 5.603
C 0.394 -7.836 6.944
C 0.757 -6.910 7.924
C 1.417 -5.733 7.548
C 1.724 -5.485 6.203
C 1.359 -6.420 5.232
N 1.778 -4.744 8.570
O 1.506 -5.008 9.751
O 2.331 -3.700 8.195
H 0.402 -8.311 4.842
H -0.125 -8.750 7.225
H 0.517 -7.118 8.964
H 2.241 -4.577 5.898
H 1.591 -6.235 4.186
*
```

# 3
The following is a quantum chemistry calculation of C37H64As2N3O8RbSbSi3 as an isolated structure, from the OMol25 dataset.

Output
**F_max**: 0.7 eV/Å
**Gap between HOMO and LUMO**: 5.3295 eV
**Molar mass**: 1120.26 g mol⁻¹

Geometry as ORCA input:
```
! wB97M-V def2-TZVPD RIJCOSX def2/J DEFGRID3
* xyz -1 1
Rb 0.416 0.218 -1.183
N -0.169 4.290 -0.427
C 0.173 3.376 -1.062
H -0.852 4.815 0.100
N -1.721 -1.529 -1.486
C -2.535 -0.733 -1.331
C -4.175 4.895 3.350
O -4.484 3.933 2.336
C -3.667 3.952 1.277
O -2.654 4.621 1.237
C -4.065 3.000 0.204
C -5.148 3.178 -0.551
As -5.605 2.118 -2.185
C -7.022 1.057 -1.290
C -4.059 1.017 -2.255
C -3.552 0.278 -1.033
As -2.614 1.722 -0.012
C -2.456 1.177 1.881
C -4.648 -0.570 -0.366
O -5.269 -1.430 -0.924
O -4.833 -0.253 0.925
C -5.815 -1.045 1.601
C -3.197 1.412 -3.310
O -3.484 2.077 -4.298
O -1.866 1.003 -3.158
C -0.998 1.488 -4.174
C -5.982 4.368 -0.264
O -5.584 5.435 0.144
O -7.285 4.144 -0.524
C -8.140 5.271 -0.332
H -4.919 4.752 4.127
H -4.239 5.900 2.937
H -3.174 4.727 3.743
H -7.898 1.703 -1.267
H -6.786 0.766 -0.269
H -7.229 0.171 -1.888
H -3.402 1.163 2.416
H -1.751 1.863 2.353
H -2.018 0.178 1.902
H -5.854 -0.662 2.616
H -5.521 -2.093 1.593
H -6.784 -0.943 1.113
H -0.046 0.967 -4.057
H -0.839 2.562 -4.073
H -1.399 1.283 -5.164
H -9.128 4.952 -0.652
H -7.797 6.113 -0.931
H -8.155 5.565 0.716
C 4.425 -3.261 -1.470
Si 3.580 -3.996 0.029
C 3.946 -5.849 0.058
C 4.235 -3.222 1.606
Sb 1.096 -3.379 -0.090
Si 0.120 -4.710 1.848
C -1.751 -4.794 1.628
C 0.776 -6.468 2.046
C 0.460 -3.788 3.454
Si 0.300 -4.672 -2.140
C 0.639 -3.528 -3.594
C 1.197 -6.307 -2.433
C -1.546 -5.012 -2.056
H 5.504 -3.441 -1.416
H 4.281 -2.177 -1.518
H 4.056 -3.708 -2.397
H 5.036 -5.971 0.053
H 3.551 -6.366 -0.818
H 3.562 -6.347 0.949
H 5.301 -3.442 1.726
H 3.710 -3.589 2.493
H 4.121 -2.137 1.545
H -2.039 -5.574 0.921
H -2.161 -3.848 1.268
H -2.220 -5.026 2.590
H 0.739 -7.032 1.111
H 0.168 -6.999 2.787
H 1.807 -6.470 2.405
H 0.040 -2.780 3.430
H 1.529 -3.695 3.662
H -0.001 -4.332 4.285
H 1.686 -3.217 -3.634
H 0.014 -2.636 -3.506
H 0.393 -4.018 -4.541
H 2.240 -6.142 -2.716
H 0.713 -6.846 -3.254
H 1.182 -6.951 -1.551
H -2.096 -4.130 -1.728
H -1.782 -5.847 -1.392
H -1.901 -5.276 -3.058
C 7.727 -0.424 0.271
C 6.400 -0.101 -0.376
C 6.317 0.019 -1.761
C 5.068 0.280 -2.333
C 4.923 0.398 -3.830
C 3.960 0.404 -1.525
C 3.971 0.293 -0.091
C 5.283 0.039 0.433
N 2.788 0.384 0.519
C 2.537 0.647 1.929
C 3.709 0.732 2.921
C 1.576 -0.427 2.458
C 1.803 2.001 2.001
H 8.546 -0.339 -0.445
H 7.732 -1.444 0.664
H 7.935 0.247 1.107
H 7.202 -0.085 -2.381
H 5.897 0.413 -4.320
H 4.390 1.310 -4.108
H 4.360 -0.447 -4.237
H 3.008 0.637 -1.993
H 5.439 -0.091 1.493
H 4.210 -0.230 3.049
H 3.321 1.030 3.899
H 4.446 1.473 2.610
H 2.046 -1.413 2.424
H 0.677 -0.479 1.835
H 1.267 -0.221 3.489
H 2.448 2.798 1.625
H 1.491 2.248 3.023
H 0.912 1.979 1.369
*
```

# 4
The following is a quantum chemistry calculation of a 11-piece molecular cluster, C27H53Br22FNO2 overall, from the OMol25 dataset.

Output
**F_max**: 10.5 eV/Å
**Gap between HOMO and LUMO**: 6.5341 eV
**Molar mass**: 2200.61 g mol⁻¹

Geometry as ORCA input:
```
! wB97M-V def2-TZVPD RIJCOSX def2/J DEFGRID3
* xyz -1 1
C -5.481 1.290 -2.669
C -5.689 -0.095 -3.194
F -6.729 -0.055 -4.130
C -4.459 -0.719 -3.859
N -3.250 0.078 -3.725
C -2.434 -0.258 -2.536
C -2.086 1.040 -1.780
O -1.329 1.830 -2.397
O -2.570 1.178 -0.632
H -6.386 1.581 -2.141
H -5.345 2.006 -3.463
H -4.666 1.349 -1.961
H -6.019 -0.729 -2.377
H -4.346 -1.741 -3.495
H -4.695 -0.808 -4.910
H -2.700 -0.103 -4.548
H -1.489 -0.669 -2.871
H -2.931 -0.972 -1.890
Br 2.130 1.214 -1.173
C 1.185 2.895 -0.940
C 1.945 4.055 -1.511
Br 3.428 4.603 -0.356
H 0.988 3.002 0.122
H 0.237 2.750 -1.473
H 1.303 4.931 -1.576
H 2.370 3.841 -2.485
Br -1.502 -2.189 1.481
C -2.246 -0.438 1.898
C -1.887 -0.034 3.299
Br -2.899 -1.007 4.658
H -3.313 -0.503 1.724
H -1.817 0.248 1.169
H -2.111 1.017 3.463
H -0.841 -0.220 3.521
Br -7.223 -2.185 -7.692
C -7.846 -0.373 -7.342
C -7.014 0.650 -8.066
Br -5.301 0.908 -7.190
H -7.825 -0.237 -6.264
H -8.874 -0.347 -7.695
H -7.507 1.620 -8.033
H -6.812 0.379 -9.097
Br 1.371 -5.391 2.124
C 0.459 -4.406 3.535
C 1.333 -4.181 4.734
Br 1.538 -5.778 5.826
H -0.442 -4.961 3.772
H 0.189 -3.445 3.103
H 0.873 -3.449 5.393
H 2.335 -3.852 4.478
Br 6.380 3.985 -3.628
C 7.074 3.939 -1.813
C 8.121 4.994 -1.589
Br 9.817 4.516 -2.420
H 7.450 2.935 -1.647
H 6.213 4.113 -1.174
H 8.337 5.094 -0.528
H 7.838 5.960 -1.995
Br 2.603 -0.726 5.366
C 3.962 -0.797 6.758
C 4.977 -1.878 6.502
Br 4.297 -3.654 6.938
H 3.434 -0.938 7.693
H 4.438 0.181 6.742
H 5.843 -1.745 7.147
H 5.299 -1.907 5.466
Br 0.688 -2.241 8.919
C 1.913 -3.194 10.093
C 2.490 -2.283 11.146
Br 3.814 -1.094 10.366
H 2.677 -3.626 9.454
H 1.330 -3.989 10.553
H 3.013 -2.856 11.908
H 1.741 -1.652 11.613
Br -4.546 -2.469 8.170
C -2.893 -3.407 8.584
C -1.943 -2.543 9.370
Br -1.097 -1.210 8.238
H -2.473 -3.731 7.637
H -3.189 -4.275 9.167
H -1.130 -3.144 9.772
H -2.433 -2.008 10.177
Br 9.725 1.128 -0.577
C 10.809 1.055 -2.188
C 11.336 -0.330 -2.443
Br 12.809 -0.778 -1.250
H 11.598 1.790 -2.067
H 10.147 1.365 -2.993
H 11.747 -0.400 -3.448
H 10.580 -1.096 -2.307
Br -8.886 3.873 -6.390
C -9.273 4.327 -8.240
C -10.646 3.871 -8.653
Br -10.707 1.948 -8.952
H -8.488 3.884 -8.844
H -9.201 5.411 -8.293
H -10.927 4.319 -9.604
H -11.401 4.096 -7.908
Br 4.552 0.363 -4.387
C 3.463 -1.244 -4.499
C 2.352 -1.092 -5.506
Br 0.914 0.019 -4.817
H 3.091 -1.442 -3.499
H 4.146 -2.036 -4.798
H 1.899 -2.059 -5.716
H 2.689 -0.642 -6.435
*
```

# 5
The following is a quantum chemistry calculation of one molecule with the formula C3H8ClFS, from the OMol25 dataset.

Output
**F_max**: 9.2 eV/Å
**Gap between HOMO and LUMO**: 7.6952 eV
**Molar mass**: 130.62 g mol⁻¹

Geometry as ORCA input:
```
! wB97M-V def2-TZVPD RIJCOSX def2/J DEFGRID3
* xyz 0 1
C 1.533 1.137 -0.198
C 1.960 -0.319 -0.325
C -2.817 -0.281 0.323
H 2.397 1.799 -0.297
H 1.075 1.329 0.778
H 0.802 1.398 -0.969
H 2.706 -0.579 0.432
H 2.421 -0.502 -1.301
H 0.167 -1.171 0.995
H -3.308 -1.087 0.871
H -2.520 0.535 0.984
F -3.651 0.191 -0.638
S 0.580 -1.501 -0.240
Cl -1.345 -0.946 -0.416
*
```

Look up the gap between HOMO and LUMO of the fifth one. 7.6952 eV

Which of these has the lowest F_max? C37H64As2N3O8RbSbSi3

Which value of F_max does entry 3 give? 0.7 eV/Å

Among the records above, which one has the lowest molar mass? C5H11O2